# C4H12NS

3 unconnected molecules or ions with the total composition C4H12NS in a non-equilibrium geometry (wB97M-V/def2-TZVPD, the Open Molecules 2025 dataset).

Results
Electronic energy in eV: -16655.081
Net charge: +1
HOMO energy in eV: -11.9
Relative energy (zero: lowest compared OMol25 entry of this formula, charge and spin) in eV: 6.579

Each line ends with the Löwdin charge.
Element x y z (Å)
C: -1.77 1.96 -1.27  -0.12
C: -2.46 1.43 -0.08  -0.25
C: -3.49 2.03 0.52  0.05
C: 0.83 0.38 -0.23  -0.14
S: 0.52 -0.87 -1.50  0.95
N: 4.13 -4.20 1.82  0.02
H: -2.10 1.43 -2.21  0.12
H: -1.89 3.02 -1.47  0.09
H: -0.68 1.82 -1.19  0.02
H: -1.93 0.61 0.39  0.08
H: -4.00 1.63 1.39  0.07
H: -3.59 3.11 0.39  0.09
H: 1.02 -0.21 0.69  0.08
H: 1.77 0.79 -0.60  0.04
H: 1.68 -0.77 -2.16  -0.07
H: 3.64 -4.57 2.61  0.00
H: 3.56 -4.15 1.00  -0.02
H: 4.78 -3.44 1.92  0.00



# C4H12NSe

2 unconnected molecules or ions with the total composition C4H12NSe in a non-equilibrium geometry (wB97M-V/def2-TZVPD, the Open Molecules 2025 dataset).

Results
Electronic energy in eV: -71167.978
Net charge: +1
HOMO energy (spin up / spin down) in eV: -12.9 / -12.2
Relative energy (zero: lowest compared OMol25 entry of this formula, charge and spin) in eV: 2.425

Each line ends with the Löwdin charge.
Element x y z (Å)
C: -1.72 0.93 -0.88  0.00
C: 0.61 1.48 -1.32  -0.04
C: 0.98 -2.38 1.96  -0.36
C: 0.03 -0.28 0.29  -0.52
N: -0.34 0.41 -0.95  -0.29
Se: 1.25 -1.68 0.18  1.01
H: -1.80 1.63 -0.05  0.12
H: -1.97 1.44 -1.81  0.11
H: -2.43 0.11 -0.73  0.12
H: 1.63 1.07 -1.34  0.10
H: 0.36 1.89 -2.29  0.11
H: 0.57 2.26 -0.56  0.08
H: 1.59 -3.28 2.05  0.04
H: 1.31 -1.63 2.68  0.04
H: -0.07 -2.63 2.09  0.04
H: -0.76 -0.38 1.01  0.06
H: 1.03 1.33 1.37  0.20
H: -0.29 -0.28 -1.71  0.17



# C4H12NSi

A gas-phase ion, C4H12NSi (charge +1) in a non-equilibrium geometry (wB97M-V/def2-TZVPD, the Open Molecules 2025 dataset).

Results
Electronic energy in eV: -13702.047
SMILES string: [SiH3][C@@H]1CCC[NH2+]1
Net charge: +1
HOMO energy in eV: -15.2
Relative energy (zero: lowest compared OMol25 entry of this formula, charge and spin) in eV: 0.959

Each line ends with the Löwdin charge.
Element x y z (Å)
C: 0.82 -0.19 -1.45  -0.14
C: -0.65 -0.19 -1.09  -0.22
C: 1.20 1.06 -0.64  -0.16
C: -0.77 0.18 0.38  -0.41
N: 0.54 0.99 0.66  0.01
Si: -1.10 -1.26 1.66  0.76
H: 1.29 -1.05 -1.11  0.09
H: 1.07 -0.18 -2.57  0.16
H: -1.21 0.61 -1.76  0.16
H: -1.24 -1.14 -1.19  0.12
H: 2.35 1.33 -0.58  0.19
H: 0.61 1.79 -1.08  0.10
H: -1.46 1.08 0.44  0.13
H: 1.15 0.36 1.22  0.15
H: 0.60 1.92 1.22  0.23
H: -2.04 -2.20 1.16  -0.07
H: -1.61 -0.49 2.82  -0.05
H: 0.24 -1.93 1.61  -0.04



# C4H12O

2 unconnected molecules or ions with the total composition C4H12O in a non-equilibrium geometry (wB97M-V/def2-TZVPD, the Open Molecules 2025 dataset).

Results
Electronic energy in eV: -6389.013
SMILES string: CCC.CO
HOMO energy in eV: -10.5
Relative energy (zero: lowest compared OMol25 entry of this formula, charge and spin) in eV: 1.108

Each line ends with the Löwdin charge.
Element x y z (Å)
C: 0.53 0.09 -1.19  -0.30
C: 1.62 -0.80 -1.86  -0.11
C: 1.22 1.07 -0.23  -0.15
H: 0.00 0.77 -1.86  0.10
H: -0.13 -0.56 -0.62  0.07
H: 1.92 -1.51 -1.10  0.07
H: 2.41 -0.10 -2.15  0.06
H: 0.47 1.39 0.51  0.05
H: 2.09 0.76 0.37  0.07
H: 1.27 -1.21 -2.81  0.06
H: 1.64 2.00 -0.62  0.07
C: -2.09 -0.56 1.64  -0.14
O: -2.33 0.08 2.90  -0.12
H: -2.61 0.98 2.80  0.05
H: -1.94 -1.58 1.98  0.08
H: -2.93 -0.64 0.96  0.08
H: -1.15 -0.17 1.26  0.05



# C4H12O

2 unconnected molecules or ions with the total composition C4H12O in a non-equilibrium geometry (wB97M-V/def2-TZVPD, the Open Molecules 2025 dataset).

Results
Electronic energy in eV: -6388.616
SMILES string: CCC.CO
HOMO energy in eV: -10.4
Relative energy (zero: lowest compared OMol25 entry of this formula, charge and spin) in eV: 1.505

Each line ends with the Löwdin charge.
Element x y z (Å)
C: -1.45 -2.76 0.77  -0.20
O: -0.49 -3.72 1.08  -0.11
H: -0.15 -3.52 1.99  0.11
H: -2.41 -3.06 1.12  0.07
H: -1.22 -1.78 1.03  0.05
H: -1.62 -2.64 -0.28  0.08
C: 0.77 1.02 -0.37  -0.30
C: 1.85 1.88 -1.09  -0.12
C: -0.62 1.73 -0.12  -0.10
H: 0.63 0.06 -0.86  0.08
H: 1.13 0.77 0.68  0.10
H: 2.08 1.42 -2.05  0.06
H: 2.73 1.92 -0.39  0.08
H: -1.45 1.18 0.18  0.03
H: -0.60 2.46 0.61  0.03
H: 1.54 2.94 -1.14  0.07
H: -0.74 2.10 -1.16  0.08



# C4H12O

2 unconnected molecules or ions with the total composition C4H12O in a non-equilibrium geometry (wB97M-V/def2-TZVPD, the Open Molecules 2025 dataset).

Results
Electronic energy in eV: -6390.094
SMILES string: CC(C)C.O
HOMO energy in eV: -11.2
Relative energy (zero: lowest compared OMol25 entry of this formula, charge and spin) in eV: 0.027

Each line ends with the Löwdin charge.
Element x y z (Å)
C: 0.11 -0.27 -1.55  -0.09
C: 0.66 0.14 -0.18  -0.51
C: 1.20 1.57 -0.22  -0.09
C: 1.67 -0.80 0.41  -0.10
H: 0.94 -0.34 -2.26  0.08
H: -0.61 0.47 -1.89  0.07
H: -0.38 -1.23 -1.50  0.07
H: -0.20 0.18 0.50  0.12
H: 2.23 1.54 -0.56  0.07
H: 0.64 2.24 -0.86  0.07
H: 1.11 2.08 0.75  0.07
H: 2.61 -0.78 -0.16  0.08
H: 1.34 -1.84 0.46  0.08
H: 1.91 -0.46 1.41  0.08
H: -4.28 -0.14 2.23  0.03
H: -4.38 -1.31 1.26  0.03
O: -4.59 -1.05 2.16  -0.06



# C4H12O

2 unconnected molecules or ions with the total composition C4H12O in a non-equilibrium geometry (wB97M-V/def2-TZVPD, the Open Molecules 2025 dataset).

Results
Electronic energy in eV: -6389.105
SMILES string: CCO.CC
HOMO energy in eV: -10.3
Relative energy (zero: lowest compared OMol25 entry of this formula, charge and spin) in eV: 1.016

Each line ends with the Löwdin charge.
Element x y z (Å)
C: 1.17 0.89 -2.42  -0.18
C: -0.20 0.76 -1.81  -0.17
H: 1.86 1.13 -1.60  0.06
H: 1.62 0.05 -2.95  0.06
H: 1.32 1.72 -3.12  0.06
H: -0.36 0.43 -0.80  0.02
H: -0.89 0.27 -2.50  0.06
H: -0.68 1.76 -1.82  0.07
C: -0.81 -1.14 2.09  -0.29
C: 0.58 -0.59 1.95  -0.09
O: -1.55 -0.63 0.93  -0.13
H: -1.02 -2.20 2.22  0.10
H: -1.38 -0.72 2.93  0.11
H: 0.90 -0.65 0.91  0.07
H: -2.45 -0.32 1.13  0.09
H: 1.30 -1.19 2.52  0.08
H: 0.58 0.42 2.33  0.08



# C4H12O

2 unconnected molecules or ions with the total composition C4H12O in a non-equilibrium geometry (wB97M-V/def2-TZVPD, the Open Molecules 2025 dataset).

Results
Electronic energy in eV: -6388.830
SMILES string: CCO.CC
HOMO energy in eV: -10.2
Relative energy (zero: lowest compared OMol25 entry of this formula, charge and spin) in eV: 1.291

Each line ends with the Löwdin charge.
Element x y z (Å)
C: -1.36 -0.90 -1.82  -0.30
C: -1.70 0.00 -0.65  -0.11
O: -1.49 -2.31 -1.51  -0.10
H: -1.85 -0.61 -2.74  0.10
H: -0.29 -0.86 -2.03  0.11
H: -1.10 -0.49 0.12  0.04
H: -1.56 -2.37 -0.54  0.08
H: -2.65 -0.04 -0.11  0.08
H: -1.45 1.03 -0.86  0.08
C: 2.04 1.02 1.91  -0.17
C: 1.27 0.55 0.71  -0.19
H: 1.86 0.47 2.84  0.06
H: 3.12 0.97 1.72  0.07
H: 1.88 2.09 2.08  0.06
H: 1.52 1.15 -0.19  0.08
H: 0.22 0.66 0.91  0.03
H: 1.54 -0.36 0.18  0.07



# C4H12O

2 unconnected molecules or ions with the total composition C4H12O in a non-equilibrium geometry (wB97M-V/def2-TZVPD, the Open Molecules 2025 dataset).

Results
Electronic energy in eV: -6389.114
SMILES string: CCO.CC
HOMO energy in eV: -10.4
Relative energy (zero: lowest compared OMol25 entry of this formula, charge and spin) in eV: 1.007

Each line ends with the Löwdin charge.
Element x y z (Å)
C: 0.23 -1.38 -0.33  -0.32
C: 1.34 -1.53 -1.35  -0.08
O: 0.34 -2.25 0.79  -0.08
H: 0.10 -0.37 0.04  0.05
H: -0.72 -1.65 -0.80  0.11
H: 1.91 -2.45 -1.19  0.08
H: 1.09 -2.03 1.35  0.09
H: 2.12 -0.78 -1.24  0.07
H: 0.98 -1.56 -2.37  0.07
C: -0.18 2.01 0.92  -0.14
C: -1.58 1.56 0.33  -0.15
H: 0.63 1.62 0.33  0.04
H: -0.36 3.08 0.94  0.06
H: -0.16 1.50 1.88  0.06
H: -2.19 1.28 1.18  0.06
H: -1.51 0.62 -0.20  0.03
H: -2.07 2.32 -0.28  0.06



# C4H12O2

3 unconnected molecules or ions with the total composition C4H12O2 in a non-equilibrium geometry (wB97M-V/def2-TZVPD, the Open Molecules 2025 dataset).

Results
Electronic energy in eV: -8436.700
SMILES string: C/C=C/C.O.O
HOMO energy in eV: -9.1
Relative energy (zero: lowest compared OMol25 entry of this formula, charge and spin) in eV: 0.814

Each line ends with the Löwdin charge.
Element x y z (Å)
C: 0.42 -0.13 1.35  -0.17
C: -0.31 -0.28 2.45  -0.20
C: -1.07 -1.50 2.83  -0.12
C: 1.23 1.14 1.17  -0.11
H: 0.62 -0.95 0.67  0.09
H: -0.46 0.59 3.08  0.10
H: -0.67 -1.95 3.73  0.07
H: -2.14 -1.31 2.91  0.07
H: -0.94 -2.27 2.05  0.07
H: 1.60 1.25 0.15  0.06
H: 2.05 1.27 1.87  0.07
H: 0.56 1.99 1.35  0.07
H: 0.90 2.79 -6.58  0.01
H: 1.41 1.37 -6.64  0.03
O: 1.02 2.07 -7.16  -0.04
H: -1.31 -1.70 -0.38  0.00
H: -1.87 -1.06 -1.64  0.05
O: -1.05 -1.32 -1.20  -0.05



# C4H12O2

2 unconnected molecules or ions with the total composition C4H12O2 in a non-equilibrium geometry (wB97M-V/def2-TZVPD, the Open Molecules 2025 dataset).

Results
Electronic energy in eV: -8426.973
2S+1: 2
Net charge: +1
HOMO energy (spin up / spin down) in eV: -15.4 / -15.4
Relative energy (zero: lowest compared OMol25 entry of this formula, charge and spin) in eV: 1.188

Each line ends with the Löwdin charge.
Element x y z (Å)
C: 0.43 0.72 -1.17  -0.17
O: 1.10 0.66 -2.36  0.20
C: 1.05 -0.29 -0.16  -0.11
C: -0.10 -0.74 0.72  -0.23
C: 0.22 -2.11 1.38  -0.05
H: 0.54 1.77 -0.80  0.21
H: -0.65 0.58 -1.36  0.16
H: 0.57 1.03 -3.11  0.19
H: 1.84 0.19 0.42  0.14
H: 1.45 -1.06 -0.82  0.14
H: -1.05 -0.85 0.17  0.12
H: -0.36 0.04 1.42  0.11
H: 0.98 -2.62 0.79  0.08
H: -0.67 -2.72 1.42  0.08
H: 0.65 -1.96 2.37  0.09
H: -1.49 2.86 -0.09  0.03
H: -2.21 2.16 1.05  0.05
O: -2.29 2.34 0.11  -0.05



# C4H12O2RbS2

A molecular structure, C4H12O2RbS2 in a non-equilibrium geometry (wB97M-V/def2-TZVPD, the Open Molecules 2025 dataset).

Results
Electronic energy in eV: -30757.175
Net charge: +1
HOMO energy in eV: -12.1
Relative energy (zero: lowest compared OMol25 entry of this formula, charge and spin) in eV: 0.000

Each line ends with the Löwdin charge.
Element x y z (Å)
Rb: -0.78 -0.20 -2.80  0.98
C: 0.63 3.84 -1.78  -0.27
S: 1.10 2.68 -0.57  0.81
O: 0.12 1.60 -0.78  -0.68
C: 0.55 3.55 0.87  -0.23
H: 1.05 3.43 -2.68  0.04
H: 1.09 4.83 -1.63  0.07
H: -0.51 3.86 -1.80  0.10
H: -0.48 3.70 0.73  0.05
H: 1.17 4.41 0.93  0.06
H: 0.70 2.86 1.72  0.07
C: 0.59 -2.99 1.60  -0.22
S: -0.74 -2.54 0.48  0.83
O: -0.19 -2.18 -0.91  -0.71
C: -1.47 -4.12 0.38  -0.30
H: 1.24 -3.54 0.92  0.07
H: 0.09 -3.72 2.30  0.08
H: 0.84 -2.11 2.12  0.03
H: -1.88 -4.38 1.32  0.04
H: -0.79 -4.90 -0.09  0.10
H: -2.34 -4.05 -0.33  0.08



> Among the records above, which one has the lowest relative energy (zero: lowest compared OMol25 entry of this formula, charge and spin)?

C4H12O2RbS2



> Which value of relative energy (zero: lowest compared OMol25 entry of this formula, charge and spin) does entry 7 give?

1.016 eV